No. 1
Computed, not measured: a molecular structure, C11H18CeI2IrO5SSi, with ωB97M-V/def2-TZVPD.

- <S²> = 8.7801
- net charge = +4
- orbital gap (alpha / beta) (eV) = 7.5 / 5.2
- ΔE to the lowest compared entry with this formula, charge and spin (kcal per mole) = 0.0
- spin multiplicity = 6
- LUMO (alpha / beta) (eV) = -15.44 / -17.48

Atoms and positions in Å:
I 2.5346 -1.9973 0.1821
I 3.8635 1.3191 -0.1807
Ce 0.8593 0.7373 0.3029
Ir -0.0192 -1.9216 -0.9349
S 1.2904 -0.5809 -2.3097
C -1.3276 -2.7762 -2.0009
C -0.8816 -2.1948 0.7148
C 0.5099 -0.1560 -3.9292
C 1.4281 0.9202 -4.5047
C -0.8936 0.3717 -3.7203
C 0.5382 -1.4166 -4.7948
C -1.2240 2.1714 1.8516
C -1.2662 2.1188 -0.6739
O -1.4262 -2.4033 1.7257
O -2.1502 -3.2908 -2.6510
O -2.0827 2.7775 2.3177
O -2.2101 2.6987 -1.0176
H 1.0542 1.2426 -5.4829
H 2.4448 0.5314 -4.6346
H 1.4718 1.7919 -3.8443
H -1.2867 0.6999 -4.6943
H -0.8981 1.2247 -3.0367
H -1.5508 -0.4013 -3.3077
H 0.2213 -1.1632 -5.8171
H -0.1329 -2.1866 -4.3933
H 1.5582 -1.8166 -4.8292
C 2.7773 1.7218 4.3092
Si 1.7688 0.2027 3.8428
C 2.9232 -1.2889 3.8205
C 0.3595 -0.0979 5.0477
O 1.0904 0.4413 2.3498
H 3.2013 1.6177 5.3163
H 2.1528 2.6233 4.3010
H 3.6088 1.8677 3.6096
H 3.3199 -1.4633 4.8353
H 2.3961 -2.2004 3.5028
H 3.7797 -1.1322 3.1479
H -0.2606 0.8026 5.1451
H -0.2756 -0.9195 4.6894
H 0.7366 -0.3647 6.0450

No. 2
Computed, not measured: 2 unconnected molecules or ions with the total composition C38H39N4O2, with ωB97M-V/def2-TZVPD.

- net charge = +1
- orbital gap (eV) = 6.6
- LUMO (eV) = -3.18

Atoms and positions in Å:
C -5.0447 2.2070 3.3881
O -4.9172 0.7773 3.6438
C -3.7192 0.1729 3.4119
C -3.5657 -1.1806 3.8166
C -2.3722 -1.8444 3.5947
C -1.2789 -1.2001 2.9490
C -0.0636 -1.9105 2.7207
C 1.2196 -1.2733 2.8670
C 2.3985 -2.0437 2.6136
C 3.6377 -1.5057 2.8150
C 3.8040 -0.1695 3.2520
O 5.0452 0.3627 3.1954
C 5.2876 1.7822 3.4320
C 2.6688 0.5270 3.6873
C 1.4112 -0.0091 3.5138
C -1.4208 0.1736 2.6317
C -2.6158 0.8525 2.8447
H -6.0995 2.4140 3.5800
H -4.4171 2.7997 4.0767
H -4.7936 2.4578 2.3434
H -4.4072 -1.6862 4.2796
H -2.2617 -2.8803 3.9206
H -0.0223 -3.0022 2.9575
H 2.3027 -3.0578 2.2130
H 4.5294 -2.0536 2.5632
H 6.3710 1.9053 3.3180
H 4.7651 2.4151 2.6901
H 4.9969 2.0856 4.4503
H 2.7854 1.5152 4.1121
H 0.5721 0.5966 3.8563
H -0.5830 0.7196 2.1962
H -2.6961 1.9086 2.5714
C -3.8329 -0.0207 -5.0628
C -2.9565 0.9082 -4.4908
C -1.8812 0.4782 -3.7158
C -1.6775 -0.8915 -3.4944
C -0.4648 -1.3317 -2.6961
N -0.4719 -2.7632 -2.3829
C 0.5856 -3.5123 -2.9813
C 0.3402 -5.0119 -2.9242
N -0.4688 -5.4310 -1.8328
C -0.4163 -6.8286 -1.5937
C -1.5629 -7.2635 -0.7009
N -1.6719 -6.4308 0.4576
C -2.5928 -6.9399 1.4808
C -2.1259 -6.7961 2.9026
C -3.0113 -7.1950 3.9118
C -2.6582 -7.0326 5.2486
C -1.4087 -6.4940 5.5826
C -0.4968 -6.1592 4.5752
C -0.8388 -6.3573 3.2316
C -1.4525 -5.0868 0.3195
C -1.4283 -4.1570 1.4064
N -0.7961 -2.9636 1.1990
C -0.8908 -2.3273 0.0056
C -0.8540 -3.1816 -1.1299
C -0.9542 -4.5753 -0.9040
C -2.5531 -1.8248 -4.0633
C -3.6327 -1.3908 -4.8451
H -4.6643 0.3151 -5.6765
H -3.1102 1.9735 -4.6550
H -1.1794 1.1868 -3.2671
H 0.4321 -1.1656 -3.2994
H -0.3598 -0.7534 -1.7733
H 0.6536 -3.2256 -4.0346
H 1.5468 -3.2443 -2.4941
H -0.1346 -5.3122 -3.8780
H 1.3108 -5.5420 -2.9134
H -0.4553 -7.3714 -2.5513
H 0.5427 -7.1265 -1.1185
H -2.5129 -7.2821 -1.2680
H -1.3748 -8.2842 -0.3554
H -3.5972 -6.4997 1.3399
H -2.6936 -8.0097 1.2615
H -3.9707 -7.6379 3.6249
H -3.3550 -7.3347 6.0311
H -1.1356 -6.3577 6.6273
H 0.4890 -5.7580 4.8174
H -0.1131 -6.1539 2.4395
H -2.0259 -4.3005 2.3371
H -1.0797 -1.2248 -0.0284
H -2.3808 -2.8924 -3.8891
H -4.3060 -2.1298 -5.2813

No. 3
Computed, not measured: C37H34N4O6 in the gas phase, with ωB97M-V/def2-TZVPD.

- SMILES = O=C(N[C@@H](Cc1ccccc1)C(=O)OCc1ccccc1)c1nc[nH]c1C(=O)N[C@@H](Cc1ccccc1)C(=O)OCc1ccccc1
- net charge = 0
- orbital gap (eV) = 9.4
- ΔE to the lowest compared entry with this formula, charge and spin (kcal per mole) = 0.6
- LUMO (eV) = 0.49

Atoms and positions in Å:
O -1.2594 0.3376 0.1332
C -0.2945 0.6291 -0.5606
N -0.0055 0.0275 -1.7269
C -0.8128 -0.9992 -2.3188
C 0.0453 -2.1459 -2.8431
O -0.3732 -3.0567 -3.5063
O 1.3179 -1.9897 -2.4891
C 2.2649 -2.9487 -2.9508
C 3.6347 -2.3320 -3.0609
C 4.6840 -3.1223 -3.5169
C 5.9579 -2.5979 -3.6281
C 6.1979 -1.2771 -3.2848
C 5.1567 -0.4880 -2.8313
C 3.8785 -1.0099 -2.7186
H 3.0773 -0.3839 -2.3571
H 5.3339 0.5433 -2.5634
H 7.1932 -0.8676 -3.3717
H 6.7655 -3.2202 -3.9836
H 4.4964 -4.1521 -3.7848
H 1.9323 -3.3382 -3.9216
H 2.2850 -3.7898 -2.2450
H -1.4726 -1.3846 -1.5295
C -1.6870 -0.4401 -3.4658
C -2.6781 0.5377 -2.9044
C -2.3110 1.8562 -2.6673
C -3.1967 2.7355 -2.0707
C -4.4640 2.3092 -1.7132
C -4.8443 1.0012 -1.9608
C -3.9536 0.1207 -2.5480
H -4.2494 -0.9018 -2.7369
H -5.8339 0.6652 -1.6872
H -5.1552 2.9950 -1.2454
H -2.8953 3.7557 -1.8821
H -1.3253 2.1985 -2.9499
H -1.0364 0.0462 -4.1961
H -2.1910 -1.2788 -3.9470
H 0.8145 0.3622 -2.2140
C 0.6915 1.6621 -0.2152
C 0.7669 2.5122 0.8757
N 1.9254 3.2133 0.7002
C 2.4909 2.7926 -0.4463
N 1.7765 1.8664 -1.0228
H 3.4114 3.1801 -0.8348
H 2.2480 3.8945 1.3727
C 0.0068 2.7533 2.1200
O 0.4978 3.4755 2.9780
N -1.2035 2.1717 2.2110
C -1.8007 2.0438 3.5231
C -1.0404 0.9646 4.3084
O -0.9430 0.9114 5.5042
O -0.4872 0.1198 3.4495
C 0.4963 -0.8213 3.8843
C 1.6211 -0.6810 2.8943
C 2.6565 0.2143 3.1261
C 3.6219 0.4291 2.1571
C 3.5540 -0.2401 0.9471
C 2.5162 -1.1249 0.7068
C 1.5518 -1.3412 1.6742
H 0.7301 -2.0153 1.4827
H 2.4542 -1.6368 -0.2403
H 4.3039 -0.0726 0.1881
H 4.4262 1.1250 2.3475
H 2.7018 0.7489 4.0638
H 0.0480 -1.8189 3.8538
H 0.7998 -0.5804 4.9081
C -3.2977 1.7089 3.4364
C -3.5257 0.3428 2.8496
C -3.8012 0.1825 1.4991
C -3.9634 -1.0821 0.9620
C -3.8527 -2.2003 1.7680
C -3.5919 -2.0491 3.1200
C -3.4329 -0.7852 3.6570
H -3.2332 -0.6705 4.7135
H -3.5133 -2.9185 3.7574
H -3.9732 -3.1887 1.3479
H -4.1699 -1.1877 -0.0920
H -3.8842 1.0469 0.8570
H -3.7812 2.4706 2.8226
H -3.7078 1.7563 4.4470
H -1.6579 2.9901 4.0585
H -1.4328 1.4418 1.5273

No. 4
Computed, not measured: 6 unconnected molecules or ions with the total composition H12O6, with ωB97M-V/def2-TZVPD.

- SMILES = O.O.O.O.O.O
- net charge = 0
- orbital gap (eV) = 10.9
- ΔE to the lowest compared entry with this formula, charge and spin (kcal per mole) = 42.3
- LUMO (eV) = 0.19

Atoms and positions in Å:
H 1.3096 0.9578 -0.8238
H 0.8034 1.9383 0.2214
H -1.4191 -0.3319 -2.9557
H -0.8463 0.9063 -3.6256
H 1.8860 -0.3960 3.4377
H 2.4172 0.1022 4.7717
H 0.2064 -2.2104 1.2105
H -1.2784 -2.5209 1.1154
H -0.1383 -1.9359 -0.3600
H 0.5006 -1.1616 -1.5012
H -2.4025 2.7620 -0.8707
H -1.2566 1.8322 -1.2344
O 0.6387 1.0598 -0.1393
O -1.0601 0.5408 -2.7597
O 1.8001 0.3290 4.0669
O -0.4205 -2.9418 1.2411
O 0.7191 -1.6898 -0.7252
O -1.4593 2.7599 -1.0691

No. 5
Computed, not measured: C18H11BrN6O7 in the gas phase, with ωB97M-V/def2-TZVPD.

- SMILES = O=C(NC(=O)c1ccccc1[N+](=O)[O-])Nc1ccc(Oc2ccc(Br)nn2)c([N+](=O)[O-])c1
- net charge = 0
- orbital gap (eV) = 7.6
- ΔE to the lowest compared entry with this formula, charge and spin (kcal per mole) = 54.2
- LUMO (eV) = -1.40

Atoms and positions in Å:
O -1.4224 2.0599 -1.8777
O -0.7442 1.1748 1.8692
O 0.6976 -4.5447 2.3340
O -0.2261 4.7859 -1.3048
O 1.9126 -3.0472 3.3452
O -0.9589 5.7061 -3.2175
Br 5.9687 -6.3837 3.8741
N 3.6266 -6.7041 2.2778
N 2.8673 -6.2297 1.2218
O 2.1508 -4.5311 -0.3743
C -2.0719 2.5869 -0.9371
C -0.7941 1.3475 0.6917
C 4.7064 -5.9574 2.5039
C 3.0836 -5.1086 0.5431
C 4.9755 -4.7516 1.9448
C 4.1500 -4.3104 0.9655
C -5.2348 4.7684 -1.0242
C -4.8151 5.8123 -1.8469
C 1.3049 -2.5532 -1.2672
C -4.3468 3.6925 -0.6451
C 0.7083 -1.3432 -1.2620
C 0.8400 -1.3278 1.1196
C -3.5152 5.9098 -2.1360
C 1.5651 -3.2471 -0.0929
C -3.0254 3.7783 -1.0964
C 0.6142 -0.5841 -0.1032
C 1.2462 -2.7014 1.1816
C -2.5900 4.9346 -1.7752
N -1.7203 2.2771 0.3264
N 0.0221 0.6742 -0.1762
N 1.3254 -3.4757 2.3298
N -1.1660 5.1505 -2.1055
H 5.8840 -4.1801 2.3550
H 4.3071 -3.3533 0.3971
H -6.3196 4.8070 -0.6509
H -5.4865 6.5374 -2.2665
H 1.4475 -3.0881 -2.2337
H -4.7358 2.8691 -0.1154
H 0.5448 -1.0444 -2.2666
H 0.7608 -0.8778 2.0930
H -3.1700 6.8153 -2.6158
H -2.3176 2.6398 1.1151
H -0.0489 1.0168 -1.0975

No. 6
Computed, not measured: 2 unconnected molecules or ions with the total composition C5H12N2Si, with ωB97M-V/def2-TZVPD.

- net charge = 0
- orbital gap (eV) = 9.8
- ΔE to the lowest compared entry with this formula, charge and spin (kcal per mole) = 18.9
- LUMO (eV) = 0.17

Atoms and positions in Å:
C -2.1363 0.5366 1.1385
C 1.5964 -0.9406 -1.3007
C -1.0599 0.6134 -1.7214
C 1.0158 1.4632 0.5398
C -0.5932 -1.1365 0.8394
N -2.9412 1.2879 1.4590
N -0.0352 -1.4189 2.0314
Si 0.1999 0.0344 -0.4211
H 1.1900 -1.7202 -1.9396
H 2.2025 -0.2907 -1.9241
H 2.2569 -1.4202 -0.5841
H -2.0568 0.7087 -1.3041
H -0.7825 1.5862 -2.1144
H -1.1118 -0.0757 -2.5587
H 1.6188 2.0772 -0.1223
H 0.2764 2.1044 1.0072
H 1.6759 1.0913 1.3190
H -1.3684 -1.8259 0.5373
H 0.6281 -0.7558 2.3971
H -0.5753 -1.9189 2.7216

No. 7
Computed, not measured: a molecular structure, C15H38BaNO11P, with ωB97M-V/def2-TZVPD.

- net charge = -2
- orbital gap (eV) = 1.9
- ΔE to the lowest compared entry with this formula, charge and spin (kcal per mole) = 0.0
- LUMO (eV) = 3.06

Atoms and positions in Å:
Ba 0.4134 -0.4952 -1.7714
C 0.1086 -2.2033 2.9102
C -0.9948 -1.0778 2.9228
C -1.1376 -0.5421 4.3898
C -1.9519 0.7397 4.6830
C -1.4435 1.8845 3.8034
C -1.3159 1.5093 2.3106
N -0.6111 0.1833 2.2029
O 0.0807 -0.0436 0.9347
C -0.5035 2.6330 1.6077
C -2.7863 1.5076 1.6821
C -2.3836 -1.6925 2.4551
H -0.0122 -2.8547 3.7758
H 1.0557 -1.6976 3.0983
H 0.2131 -2.6695 1.9305
H -0.1081 -0.3218 4.6723
H -1.5253 -1.2345 5.1370
H -1.8859 1.0869 5.7141
H -3.0143 0.5668 4.5110
H -0.4678 2.1673 4.1984
H -2.1002 2.7472 3.9159
H -0.8553 3.6474 1.7959
H -0.4591 2.4918 0.5278
H 0.5029 2.7474 2.0105
H -3.5099 1.0612 2.3642
H -2.8362 0.8726 0.7975
H -3.0831 2.5289 1.4436
H -2.2958 -1.8531 1.3806
H -3.2641 -1.0678 2.6057
H -2.5814 -2.6504 2.9362
P 4.2268 -0.1750 -1.9335
O 4.2467 0.9550 -0.8825
O 5.3476 -0.9621 -1.3192
O 4.1248 0.1765 -3.4094
O 3.0100 -0.8993 -1.2877
C -0.2288 -4.1006 -0.2817
O 0.6015 -3.0786 -0.9034
H 0.2285 -4.6575 0.5361
H -1.1371 -3.7247 0.1891
H -0.5714 -4.9092 -0.9273
H 1.3830 -3.4975 -1.2713
C 1.7231 1.4769 -4.8816
O 1.6897 0.4016 -3.9713
H 0.6875 1.7619 -5.0669
H 2.3457 2.2831 -4.4935
H 2.2006 1.1301 -5.7979
H 2.5980 0.3163 -3.6724
C 2.6842 3.8741 -0.1787
C 2.0196 3.3019 -1.4541
O 1.9532 1.8690 -1.3832
O 4.0430 3.4749 0.0020
H 2.0960 3.5562 0.6822
H 2.7202 4.9583 -0.0725
H 2.6235 3.5384 -2.3301
H 0.9992 3.6449 -1.6251
H 2.8447 1.5560 -1.2134
H 4.0474 2.5500 -0.2548
C -1.5633 -2.7228 -3.8697
C -2.6650 -1.9863 -3.1205
O -2.3496 -1.6263 -1.7688
O -0.3879 -1.9524 -3.9462
H -1.9507 -2.8886 -4.8749
H -1.3067 -3.6988 -3.4577
H -3.5088 -2.6752 -3.1596
H -3.0128 -1.0659 -3.5895
H -3.0439 -1.9536 -1.1922
H 0.0346 -2.2217 -4.7651

| no. | electronic energy (Ha) |
| --- | --- |
| 1 | -2667.0133 |
| 2 | -1840.5818 |
| 3 | -2100.9468 |
| 4 | -458.6050 |
| 5 | -4121.4739 |
| 6 | -596.6721 |
| 7 | -1843.5468 |